1.
# C44H62BN2O4PPt

A molecular structure, C44H62BN2O4PPt at a distorted geometry (ωB97M-V/def2-TZVPD, OMol25).

Structure (ORCA input):
```
! RIJCOSX wB97M-V def2-TZVPD def2/J DEFGRID3
* xyz 0 1
Pt 0.341 1.317 0.159
C 4.476 -2.301 -0.395
C 4.523 -1.905 1.081
C 5.063 -3.053 1.939
C 3.179 -1.437 1.602
C 3.097 -0.447 2.555
C 1.885 0.036 3.058
C 2.074 1.173 4.069
C 0.992 1.441 5.116
C 2.473 2.452 3.313
C 0.686 -0.526 2.577
C 0.763 -1.615 1.679
C 1.989 -2.018 1.184
C -0.434 -2.497 1.367
C -0.450 -3.009 -0.076
C -0.461 -3.702 2.320
C -0.669 -0.273 3.213
C -0.829 -0.992 4.404
C -2.025 -1.062 5.089
C -3.130 -0.408 4.571
C -2.990 0.335 3.414
C -1.782 0.452 2.708
P -1.790 1.570 1.209
C -2.078 3.314 1.850
C -3.114 3.476 2.962
C -0.726 3.786 2.395
C -2.448 4.230 0.675
C -3.289 1.059 0.148
C -3.221 -0.460 -0.006
C -4.702 1.408 0.647
C -3.154 1.749 -1.226
H 5.488 -2.431 -0.784
H 3.967 -1.541 -0.994
H 3.952 -3.251 -0.535
H 5.209 -1.059 1.181
H 4.384 -3.910 1.892
H 5.156 -2.757 2.986
H 6.045 -3.378 1.586
H 4.019 0.003 2.918
H 2.955 0.865 4.638
H 0.019 1.692 4.694
H 1.313 2.282 5.735
H 0.846 0.582 5.773
H 1.851 2.609 2.434
H 3.503 2.387 2.956
H 2.389 3.335 3.952
H 2.019 -2.832 0.467
H -1.338 -1.919 1.531
H 0.299 -3.789 -0.236
H -0.269 -2.212 -0.801
H -1.426 -3.451 -0.298
H 0.502 -4.219 2.297
H -1.234 -4.411 2.007
H -0.668 -3.414 3.352
H 0.035 -1.524 4.786
H -2.098 -1.636 6.004
H -4.093 -0.465 5.063
H -3.858 0.850 3.049
H -2.824 2.966 3.879
H -4.118 3.160 2.683
H -3.158 4.547 3.182
H -0.347 3.125 3.176
H -0.856 4.780 2.834
H 0.007 3.875 1.595
H -3.465 4.066 0.324
H -1.746 4.141 -0.153
H -2.385 5.263 1.031
H -3.478 -0.962 0.929
H -2.241 -0.792 -0.330
H -3.946 -0.765 -0.769
H -4.982 0.893 1.563
H -5.405 1.071 -0.123
H -4.862 2.477 0.778
H -2.153 1.713 -1.624
H -3.453 2.794 -1.179
H -3.817 1.240 -1.932
C -2.533 -4.074 -5.366
C -1.930 -2.904 -6.156
C -3.063 -2.033 -6.712
C -1.145 -3.474 -7.338
C -1.041 -2.077 -5.220
C 0.343 -2.016 -5.373
C 1.170 -1.309 -4.490
C 0.554 -0.665 -3.452
O 1.121 0.066 -2.430
B 0.065 0.432 -1.601
O -1.152 -0.006 -2.152
C -0.813 -0.707 -3.290
C -1.635 -1.400 -4.139
H -3.144 -4.701 -6.022
H -3.167 -3.719 -4.550
H -1.745 -4.694 -4.932
H -3.704 -2.629 -7.368
H -2.662 -1.198 -7.292
H -3.691 -1.622 -5.919
H -1.825 -4.029 -7.988
H -0.363 -4.165 -7.014
H -0.681 -2.683 -7.934
H 0.813 -2.527 -6.201
H 2.244 -1.279 -4.620
H -2.704 -1.423 -3.961
C 4.895 1.491 -1.350
N 3.953 2.558 -1.033
C 4.254 3.896 -1.202
C 3.358 4.862 -0.958
C 2.004 4.498 -0.515
O 1.126 5.333 -0.324
N 1.794 3.152 -0.331
C 2.703 2.238 -0.581
O 2.345 1.035 -0.378
H 5.827 1.945 -1.679
H 4.500 0.854 -2.138
H 5.081 0.871 -0.476
H 5.260 4.102 -1.542
H 3.603 5.906 -1.088
*
```

**Relative energy (zero: lowest compared OMol25 entry of this formula, charge and spin)**: 145.3 kJ/mol
**E_tot**: -2609.98367 hartree
**LUMO level**: 0.38 eV
**Highest occupied orbital energy**: -7.256 eV

Here are the Mulliken charges for atoms 1 to 99, given in e:
1. Pt 2.223
2. C -1.592
3. C 0.189
4. C -1.558
5. C -0.131
6. C -0.421
7. C 1.026
8. C 0.386
9. C -1.800
10. C -1.605
11. C 0.651
12. C 0.464
13. C -0.074
14. C 1.435
15. C -1.954
16. C -1.632
17. C -0.547
18. C -0.421
19. C -1.253
20. C -0.943
21. C -0.544
22. C 0.729
23. P -0.897
24. C 2.636
25. C -1.839
26. C -1.270
27. C -2.099
28. C 2.889
29. C -1.855
30. C -1.812
31. C -1.949
32. H 0.432
33. H 0.276
34. H 0.363
35. H 0.308
36. H 0.288
37. H 0.358
38. H 0.429
39. H 0.377
40. H 0.585
41. H 0.238
42. H 0.471
43. H 0.391
44. H 0.234
45. H 0.354
46. H 0.496
47. H 0.158
48. H -0.917
49. H 0.509
50. H 0.289
51. H 0.463
52. H 0.283
53. H 0.479
54. H 0.304
55. H 0.738
56. H 0.396
57. H 0.443
58. H 0.252
59. H 0.306
60. H 0.260
61. H 0.561
62. H 0.108
63. H 0.681
64. H -0.199
65. H 0.379
66. H 0.282
67. H 0.603
68. H 0.269
69. H -0.019
70. H 0.801
71. H 0.281
72. H 0.545
73. H 0.269
74. H 0.046
75. H 0.332
76. H 0.679
77. C -1.627
78. C 2.221
79. C -1.624
80. C -2.171
81. C 0.202
82. C -0.241
83. C -1.622
84. C 0.426
85. O -0.132
86. B -0.075
87. O -0.503
88. C -0.194
89. C -0.780
90. H 0.438
91. H 0.338
92. H 0.362
93. H 0.458
94. H 0.370
95. H 0.303
96. H 0.428
97. H 0.410
98. H 0.441
99. H 0.460

***

2.
# C44H62MoN2P3SeSi

A molecular structure, C44H62MoN2P3SeSi at a distorted geometry (ωB97M-V/def2-TZVPD, OMol25).

Structure (ORCA input):
```
! RIJCOSX wB97M-V def2-TZVPD def2/J DEFGRID3
* xyz 3 3
Mo -0.098 0.020 0.123
C -1.427 -0.142 5.347
C -0.675 -0.632 4.097
C -1.363 -1.931 3.602
P -0.456 0.631 2.683
C -1.773 2.026 2.789
C -3.234 1.554 2.938
C -1.469 3.223 3.697
C 1.031 1.456 3.513
C 1.097 1.780 4.883
C 2.371 1.833 5.460
C 3.527 1.825 4.685
C 3.405 1.591 3.315
C 2.200 1.450 2.729
Si 1.909 1.302 0.932
C 1.709 3.103 0.334
C 2.604 4.027 0.844
C 2.756 5.295 0.348
C 1.963 5.635 -0.787
C 0.918 4.792 -1.277
C 0.901 3.437 -0.768
P -0.163 2.070 -1.444
C -1.777 3.094 -1.727
C -2.997 2.497 -1.023
C -2.245 3.414 -3.185
C 0.594 2.112 -3.197
C 2.035 1.642 -3.072
C -0.168 1.207 -4.187
C 3.340 0.439 0.035
C 4.608 0.981 -0.026
C 5.776 0.185 -0.385
C 5.585 -1.119 -0.821
C 4.318 -1.716 -0.791
C 3.198 -0.960 -0.302
P 1.521 -1.675 -0.288
C 1.447 -2.777 -1.882
C 1.536 -1.905 -3.107
C 0.263 -3.753 -1.860
C 1.664 -2.970 1.107
C 2.312 -4.303 0.663
C 2.245 -2.338 2.377
H -1.214 -0.754 6.224
H -2.525 -0.173 5.186
H -1.177 0.894 5.516
H 0.348 -0.912 4.427
H -2.456 -1.807 3.476
H -1.160 -2.653 4.427
H -0.906 -2.231 2.670
H -1.746 2.394 1.736
H -3.398 1.216 3.956
H -3.619 0.756 2.293
H -3.930 2.402 2.728
H -1.402 2.996 4.737
H -2.351 3.835 3.576
H -0.593 3.874 3.473
H 0.223 2.023 5.445
H 2.463 1.889 6.570
H 4.487 1.979 5.146
H 4.290 1.618 2.692
H 3.251 3.670 1.668
H 3.385 5.984 0.745
H 2.022 6.638 -1.197
H 0.304 5.129 -2.058
H -1.473 4.012 -1.190
H -2.777 1.689 -0.309
H -3.692 2.042 -1.758
H -3.524 3.334 -0.540
H -2.522 2.459 -3.650
H -1.502 3.781 -3.938
H -3.128 4.129 -3.115
H 0.500 3.184 -3.414
H 2.183 0.806 -2.371
H 2.664 2.483 -2.691
H 2.315 1.223 -4.049
H -1.099 0.738 -3.798
H 0.470 0.355 -4.563
H -0.485 1.790 -5.085
H 4.829 1.989 0.207
H 6.759 0.682 -0.223
H 6.453 -1.701 -1.194
H 4.148 -2.759 -1.116
H 2.388 -3.359 -1.868
H 0.741 -1.134 -3.155
H 1.353 -2.538 -3.973
H 2.553 -1.500 -3.177
H -0.543 -3.402 -2.507
H -0.271 -3.982 -0.897
H 0.576 -4.709 -2.275
H 0.593 -3.155 1.313
H 3.275 -4.102 0.233
H 1.747 -4.892 -0.043
H 2.529 -4.856 1.586
H 3.246 -2.034 2.256
H 2.165 -3.094 3.178
H 1.593 -1.521 2.698
C -3.287 -4.451 -0.442
N -3.439 -3.374 -1.427
C -2.898 -2.129 -1.282
Se -2.191 -1.446 0.315
N -2.923 -1.503 -2.471
C -3.705 -2.274 -3.425
C -4.323 -1.997 -4.613
C -5.277 -2.955 -5.054
C -5.392 -4.164 -4.414
C -4.696 -4.475 -3.219
C -3.871 -3.531 -2.774
H -2.396 -5.033 -0.596
H -4.143 -5.110 -0.439
H -3.193 -3.957 0.549
H -2.694 -0.509 -2.575
H -4.194 -1.005 -5.116
H -5.891 -2.811 -5.927
H -6.087 -4.946 -4.810
H -4.748 -5.453 -2.657
*
```

**Relative energy (zero: lowest compared OMol25 entry of this formula, charge and spin)**: 71.9 kJ/mol
**E_tot**: -5605.55886 hartree
**LUMO level (alpha / beta)**: -10.31 / -9.81 eV
**Highest occupied orbital energy (alpha / beta)**: -15.966 / -15.932 eV

Here are the Mulliken charges for atoms 1 to 99, given in e:
1. Mo -2.080
2. C -1.265
3. C 0.495
4. C -0.590
5. P 1.095
6. C 1.690
7. C -1.505
8. C -1.664
9. C -0.056
10. C -0.568
11. C -0.946
12. C -0.919
13. C -0.393
14. C 0.155
15. Si 1.044
16. C 0.843
17. C -0.278
18. C -1.060
19. C -0.963
20. C -0.510
21. C -0.883
22. P 1.459
23. C 0.477
24. C -1.004
25. C -1.552
26. C 0.495
27. C -1.981
28. C -1.522
29. C 1.033
30. C -0.444
31. C -0.937
32. C -0.815
33. C -0.778
34. C -0.667
35. P 1.997
36. C 0.980
37. C -1.697
38. C -1.777
39. C 0.866
40. C -1.379
41. C -1.342
42. H 0.349
43. H 0.344
44. H 0.291
45. H 0.556
46. H 0.303
47. H 0.531
48. H -0.461
49. H -0.560
50. H 0.472
51. H 0.177
52. H 0.421
53. H 0.321
54. H 0.500
55. H 0.325
56. H 0.354
57. H 0.409
58. H 0.504
59. H 0.577
60. H 0.345
61. H 0.666
62. H 0.438
63. H 0.611
64. H 0.484
65. H 0.047
66. H 0.369
67. H 0.386
68. H 0.366
69. H 0.274
70. H 0.421
71. H 0.849
72. H 0.252
73. H 0.253
74. H 0.623
75. H 0.018
76. H 0.593
77. H 0.325
78. H 0.688
79. H 0.434
80. H 0.437
81. H 0.280
82. H 0.887
83. H 0.096
84. H 0.608
85. H 0.380
86. H 0.475
87. H 0.059
88. H 0.433
89. H 0.152
90. H 0.243
91. H 0.349
92. H 0.461
93. H 0.218
94. H 0.704
95. H -0.023
96. C -0.924
97. N 0.229
98. C -0.107
99. Se -0.480